[1]
DFT (ωB97M-V with the def2-TZVPD basis set) results for a molecular structure, H15LiO8 at a distorted geometry.

Computed properties:
LUMO level   -0.85 eV
Molecular weight   150.05 Da
Kohn-Sham gap   0.33417 Ha
F_max   14.0 eV/Å
ΔE to the lowest compared entry with this formula, charge and spin   2.626 eV

Atoms and positions in Å:
Li: 30.797 43.182 23.328
O: 31.464 44.673 22.090
H: 32.342 44.673 22.615
O: 32.973 47.126 21.560
H: 32.299 46.447 21.686
H: 33.496 47.201 20.744
O: 32.410 42.337 24.018
H: 33.291 42.652 23.572
H: 32.746 42.271 25.071
O: 34.507 43.506 22.774
H: 35.414 43.643 22.744
H: 34.341 43.259 21.869
O: 33.056 43.357 20.475
H: 32.802 42.578 20.379
H: 32.501 43.795 20.889
O: 30.414 44.994 19.712
H: 30.214 44.222 19.236
H: 30.650 45.029 20.612
O: 35.364 46.654 23.655
H: 35.225 47.655 23.457
H: 34.491 46.498 23.205
O: 29.588 46.627 22.742
H: 28.749 46.361 23.260
H: 30.187 45.814 22.684

---

[2]
DFT (ωB97M-V with the def2-TZVPD basis set) results for a molecular structure, H15LiO8 at a distorted geometry.

Computed properties:
LUMO level   -0.82 eV
Molecular weight   150.05 Da
Kohn-Sham gap   0.32336 Ha
F_max   5.7 eV/Å
ΔE to the lowest compared entry with this formula, charge and spin   1.049 eV

Atoms and positions in Å:
Li: 6.055 44.056 -3.833
O: 4.381 44.382 -2.723
H: 3.596 44.565 -2.140
O: 6.005 44.203 -0.510
H: 5.438 44.468 -1.217
H: 6.858 44.644 -0.585
O: 2.679 44.359 -4.838
H: 1.852 44.872 -4.701
H: 3.257 44.312 -4.033
O: 5.086 44.093 -5.633
H: 4.167 43.924 -5.613
H: 5.257 45.129 -5.852
O: 6.914 42.666 -3.599
H: 6.832 41.621 -3.724
H: 7.793 43.066 -4.043
O: 7.319 45.614 -3.784
H: 7.726 45.674 -4.595
H: 7.964 45.777 -3.023
O: 4.646 47.136 -3.073
H: 4.269 46.137 -2.992
H: 5.543 47.258 -2.919
O: 4.077 41.901 -3.082
H: 4.183 42.836 -3.036
H: 3.185 41.901 -3.188

---

[3]
DFT (ωB97M-V with the def2-TZVPD basis set) results for 7 unconnected molecules or ions with the total composition H15NO6 at a distorted geometry.

Computed properties:
LUMO level   0.40 eV
Molecular weight   125.12 Da
Kohn-Sham gap   0.38789 Ha
F_max   1.2 eV/Å
ΔE to the lowest compared entry with this formula, charge and spin   0.959 eV

Atoms and positions in Å:
N: 2.789 -0.378 0.609
H: 3.668 -0.821 0.306
H: 2.360 -1.096 1.176
H: 2.266 -0.297 -0.255
O: -0.131 -2.281 -0.816
H: -0.317 -3.196 -0.587
H: -0.611 -1.773 -0.145
O: -0.926 2.268 -2.213
H: -0.215 1.684 -2.522
H: -1.724 1.741 -2.324
O: -0.366 1.369 3.544
H: -0.297 1.889 2.728
H: -0.781 2.040 4.103
O: -0.459 -1.715 1.630
H: -0.194 -1.228 2.424
H: 0.280 -2.308 1.458
O: -0.927 2.134 0.718
H: -0.552 1.915 -0.146
H: -1.721 2.620 0.476
O: -0.623 -0.493 -3.288
H: -0.828 -0.805 -4.176
H: -0.693 -1.267 -2.698

---

[4]
DFT (ωB97M-V with the def2-TZVPD basis set) results for a molecular structure, H16KrO8.

Computed properties:
LUMO level   0.02 eV
Molecular weight   227.92 Da
Kohn-Sham gap   0.37036 Ha
F_max   0.8 eV/Å
ΔE to the lowest compared entry with this formula, charge and spin   0.115 eV

Atoms and positions in Å:
Kr: -6.160 -3.574 5.065
O: -3.028 -4.870 6.073
H: -3.229 -4.530 5.201
H: -3.883 -5.063 6.458
O: -7.066 -7.856 4.367
H: -7.777 -8.477 4.212
H: -7.255 -7.123 3.781
O: -3.073 -1.640 4.985
H: -3.105 -0.864 4.425
H: -3.506 -2.323 4.474
O: -6.647 -3.442 8.678
H: -6.302 -4.279 8.367
H: -6.012 -2.793 8.376
O: -8.746 -6.017 6.818
H: -9.264 -5.818 7.598
H: -9.058 -6.877 6.536
O: -3.172 -4.033 3.188
H: -3.788 -3.935 2.462
H: -2.313 -3.872 2.799
O: -6.281 -6.223 8.129
H: -6.683 -6.429 8.973
H: -6.980 -6.363 7.490
O: -4.501 -1.658 7.705
H: -3.981 -1.852 6.925
H: -5.023 -0.894 7.461

---

[5]
DFT (ωB97M-V with the def2-TZVPD basis set) results for 5 unconnected molecules or ions with the total composition H16N5 at a distorted geometry.

Computed properties:
LUMO level   -2.88 eV
Molecular weight   86.16 Da
Kohn-Sham gap   0.37562 Ha
F_max   2.4 eV/Å
ΔE to the lowest compared entry with this formula, charge and spin   1.192 eV
Total charge   +1

Atoms and positions in Å:
N: -0.605 0.593 -0.434
H: -1.348 -0.048 -0.805
H: -1.089 1.401 0.267
H: 0.184 0.113 0.085
H: -0.115 1.117 -1.195
N: -1.478 1.974 1.672
H: -2.048 2.776 1.413
H: -0.620 2.336 2.079
H: -2.079 1.362 2.197
N: 0.471 -1.706 0.900
H: 1.067 -2.019 0.147
H: -0.436 -2.120 1.055
H: 1.086 -1.971 1.686
N: -1.281 -1.561 -2.212
H: -2.157 -1.650 -2.703
H: -1.162 -2.428 -1.670
H: -0.536 -1.371 -2.873
N: 2.945 0.817 0.054
H: 2.231 0.137 -0.166
H: 3.038 0.823 1.050
H: 3.786 0.729 -0.487

---

[6]
DFT (ωB97M-V with the def2-TZVPD basis set) results for 9 unconnected molecules or ions with the total composition H16NO11 at a distorted geometry.

Computed properties:
LUMO level   3.09 eV
Molecular weight   206.12 Da
Kohn-Sham gap   0.37943 Ha
F_max   1.1 eV/Å
ΔE to the lowest compared entry with this formula, charge and spin   0.222 eV
Total charge   -1

Atoms and positions in Å:
N: 0.393 -0.137 0.334
O: 1.480 -0.641 0.641
O: -0.052 0.827 0.995
O: -0.225 -0.531 -0.687
O: 1.253 3.143 2.377
H: 0.572 2.568 2.005
H: 2.011 2.559 2.461
O: 0.085 -0.857 -4.322
H: -0.817 -1.129 -4.127
H: 0.542 -0.939 -3.478
O: -1.146 -3.235 -0.221
H: -1.937 -2.974 0.258
H: -0.689 -2.399 -0.406
O: 0.399 2.226 -2.120
H: 0.181 1.321 -1.865
H: -0.183 2.761 -1.574
O: 3.945 -2.282 -0.949
H: 3.276 -1.802 -0.448
H: 4.413 -1.598 -1.436
O: 0.711 -0.133 3.722
H: 0.626 -0.005 2.764
H: 1.644 -0.320 3.851
O: -2.838 0.966 1.571
H: -3.121 1.884 1.609
H: -1.881 1.009 1.390
O: -3.048 0.099 -1.092
H: -3.229 0.198 -0.143
H: -2.366 -0.579 -1.109

---

[7]
DFT (ωB97M-V with the def2-TZVPD basis set) results for 8 unconnected molecules or ions with the total composition H16O8 at a distorted geometry.

Computed properties:
LUMO level   -1.26 eV
Molecular weight   144.12 Da
Kohn-Sham gap   0.33238 Ha
F_max   2.9 eV/Å
ΔE to the lowest compared entry with this formula, charge and spin   3.120 eV

Atoms and positions in Å:
O: -1.028 -0.572 3.701
H: -1.052 0.123 3.063
H: -0.187 -1.061 3.577
O: 1.417 -0.179 1.507
H: 2.085 0.259 0.956
H: 1.534 0.236 2.334
O: -0.767 1.990 2.192
H: 0.166 2.245 2.179
H: -0.968 2.000 1.224
O: -0.809 -0.117 -0.118
H: -0.341 -0.024 0.666
H: -0.332 0.420 -0.765
O: 1.661 -2.731 0.797
H: 2.335 -2.843 0.123
H: 1.546 -1.794 0.934
O: -2.052 -2.387 -1.264
H: -1.541 -1.598 -0.915
H: -2.341 -1.950 -2.032
O: -1.029 1.209 -4.158
H: -0.424 1.334 -3.382
H: -0.447 1.095 -4.910
O: 0.527 1.501 -2.121
H: 0.859 2.095 -1.485
H: 1.186 0.749 -2.104

---

[8]
DFT (ωB97M-V with the def2-TZVPD basis set) results for 8 unconnected molecules or ions with the total composition H16O8 at a distorted geometry.

Computed properties:
LUMO level   0.42 eV
Molecular weight   144.12 Da
Kohn-Sham gap   0.39685 Ha
F_max   1.8 eV/Å
ΔE to the lowest compared entry with this formula, charge and spin   1.807 eV

Atoms and positions in Å:
O: -18.512 15.894 -20.290
H: -19.026 16.726 -20.203
H: -19.017 15.314 -20.910
O: -22.953 16.224 -18.791
H: -22.071 15.883 -18.630
H: -23.502 15.542 -18.366
O: -21.700 18.534 -17.937
H: -22.301 19.158 -17.568
H: -22.258 17.850 -18.298
O: -21.141 15.678 -21.486
H: -20.763 15.451 -22.318
H: -21.093 16.629 -21.320
O: -19.302 20.066 -17.391
H: -19.029 20.843 -17.894
H: -20.236 19.979 -17.559
O: -20.170 18.025 -20.307
H: -20.771 18.256 -19.605
H: -19.657 18.830 -20.354
O: -17.912 20.218 -20.439
H: -17.627 20.338 -21.326
H: -17.472 19.467 -20.088
O: -20.451 15.875 -18.075
H: -20.006 15.035 -18.093
H: -19.754 16.522 -17.976

---

[9]
DFT (ωB97M-V with the def2-TZVPD basis set) results for 8 unconnected molecules or ions with the total composition H16O8 at a distorted geometry.

Computed properties:
LUMO level   0.06 eV
Molecular weight   144.12 Da
Kohn-Sham gap   0.35504 Ha
F_max   8.6 eV/Å
ΔE to the lowest compared entry with this formula, charge and spin   7.094 eV

Atoms and positions in Å:
O: 0.217 -0.593 -0.163
H: -0.561 -0.102 -0.225
H: 0.365 -0.928 0.783
O: 0.124 1.765 -0.314
H: -0.609 1.452 -0.803
H: -0.179 1.615 0.654
O: 3.832 0.047 2.633
H: 4.370 -0.305 1.909
H: 2.957 0.477 2.303
O: 1.445 -3.319 -0.513
H: 1.497 -2.919 -1.385
H: 2.119 -3.927 -0.424
O: -2.801 -0.147 0.800
H: -2.082 0.082 1.438
H: -2.723 -1.077 0.533
O: -4.874 0.348 0.701
H: -5.001 -0.429 1.115
H: -5.699 0.633 0.263
O: 1.856 3.508 -1.102
H: 2.624 2.943 -1.101
H: 1.239 3.246 -0.340
O: 0.494 -0.962 -1.963
H: 0.107 -0.987 -2.781
H: 1.284 -0.419 -2.018